2 unconnected molecules or ions with the total composition C3H6F3N4 in a non-equilibrium geometry, computed with the ωB97M-V functional and the def2-TZVPD basis.

## Properties
**Net charge**: +1
**Gap between HOMO and LUMO (spin up / spin down)**: 6.46 / 7.89 eV
**M**: 155.103 g mol⁻¹
**LUMO level (spin up / spin down)**: -4.77 / -8.14 eV
**F_max**: 5.879 eV/Å
**Spin multiplicity**: 3

Last column: Löwdin charge in e.
Geometry (Å):
C 1.0931 -1.1926 0.6771  -0.0663
C -2.2639 1.9006 -0.4533  0.0164
C 1.8001 0.1572 0.3314  -0.6314
N -1.0097 -1.3799 -0.2743  0.3218
N -1.4966 -0.3300 -0.1349  -0.1003
N -1.6199 0.7780 0.2132  0.1261
N 1.4046 -2.1645 -0.1338  0.1649
F 1.9298 1.0458 1.2784  0.1896
F 0.9411 0.7171 -0.5746  0.0936
F 3.0127 -0.0052 -0.1246  0.2033
H -3.3359 2.0130 -0.1428  0.1363
H -1.8817 2.8197 0.1317  0.1386
H -2.0237 1.9731 -1.4353  0.0582
H 0.6393 -1.2773 1.6365  0.1285
H 1.8576 -2.0349 -0.9703  0.1089
H 0.9530 -3.0199 -0.0242  0.1118

Force components x, y, z for each atom (eV/Å):
C 1.1 2.9 0.3
C -0.2 1.7 4.7
C -1.6 -0.9 0.7
N -0.1 0.8 1.0
N -0.8 -4.6 -3.6
N -0.5 4.9 2.8
N 0.0 -0.9 1.4
F -0.7 0.3 1.4
F 0.7 0.4 -1.0
F 0.5 -0.6 -1.5
H 0.5 -0.9 -0.6
H -0.1 -1.4 -1.1
H 0.3 0.0 -3.1
H 0.0 -0.5 0.5
H 1.4 0.5 -2.1
H -0.7 -1.7 0.1

***

A molecular structure, C16H22N9OPPt, computed with the ωB97M-V functional and the def2-TZVPD basis.

## Properties
**Net charge**: +2
**Gap between HOMO and LUMO (spin up / spin down)**: 8.96 / 8.20 eV
**M**: 582.466 g mol⁻¹
**LUMO level (spin up / spin down)**: -4.85 / -6.23 eV
**F_max**: 0.379 eV/Å
**Spin multiplicity**: 3

Last column: Löwdin charge in e.
Geometry (Å):
Pt 0.5735 0.4744 0.2682  1.2457
C -0.7112 -3.0710 -3.8667  0.0005
N 0.0276 -2.0271 -3.1541  -0.1084
C 1.1467 -1.3937 -3.6175  -0.0173
C 1.5198 -0.5031 -2.6537  -0.0813
N 0.6351 -0.5944 -1.6186  -0.0861
C -0.2590 -1.5212 -1.9323  -0.4523
P -1.6515 -2.0535 -0.8885  1.1912
C -2.2928 -0.3928 -0.4913  -0.4505
N -1.5859 0.6498 -0.0762  -0.0884
C -2.4553 1.6892 0.0904  -0.0974
C -3.7115 1.2670 -0.2311  -0.0209
N -3.5970 -0.0438 -0.5970  -0.1094
C -4.7037 -0.9010 -1.0277  -0.0008
C -0.6882 -2.3172 0.6323  -0.4524
N 0.1735 -1.4563 1.1536  -0.0878
C 0.7154 -2.0301 2.2671  -0.0798
C 0.1603 -3.2670 2.4235  -0.0164
N -0.7199 -3.4366 1.3915  -0.1078
C -1.5366 -4.6300 1.1604  0.0014
H -0.2162 -3.2554 -4.8147  0.1016
H -0.7192 -3.9933 -3.2912  0.0943
H -1.7323 -2.7521 -4.0608  0.0952
H 1.5824 -1.6231 -4.5749  0.1380
H 2.3554 0.1749 -2.6429  0.1193
H -2.1361 2.6613 0.4217  0.1040
H -4.6558 1.7839 -0.2292  0.1376
H -5.6198 -0.3199 -0.9959  0.1015
H -4.5438 -1.2482 -2.0454  0.0948
H -4.8068 -1.7543 -0.3621  0.0946
H 1.4585 -1.5345 2.8674  0.1193
H 0.3225 -4.0235 3.1720  0.1380
H -1.3242 -5.3484 1.9455  0.1017
H -2.5942 -4.3800 1.1903  0.0953
H -1.2933 -5.0780 0.2002  0.0944
C 3.7623 5.1843 2.0666  0.0141
N 3.1530 3.9069 1.7235  -0.0722
C 3.9153 2.6829 1.5176  0.0013
C 2.8137 1.7414 1.1052  -0.5008
O 2.8870 0.5561 0.7874  -0.0250
N 1.6212 2.3861 1.0964  0.0472
C 1.8730 3.6731 1.4398  -0.3800
N 0.9246 4.5975 1.4775  0.2406
H 4.6341 4.9995 2.6891  0.1060
H 3.0733 5.7944 2.6484  0.0946
H 4.0696 5.7310 1.1753  0.1080
H 4.4049 2.3450 2.4326  0.1563
H 4.6692 2.7852 0.7356  0.1566
H -0.0298 4.3229 1.3291  0.1196
H 1.1126 5.5426 1.7638  0.1227

Force components x, y, z for each atom (eV/Å):
Pt -0.3 -0.2 -0.1
C 0.0 0.0 0.0
N 0.0 -0.1 0.0
C 0.0 0.0 0.0
C 0.0 0.0 0.0
N 0.2 0.1 0.1
C 0.0 -0.1 -0.2
P 0.0 0.0 0.0
C -0.1 0.0 0.0
N 0.1 0.2 0.1
C 0.0 0.0 0.0
C 0.0 0.0 0.0
N -0.1 0.0 0.0
C 0.0 0.0 0.0
C -0.1 -0.1 0.1
N 0.2 0.1 0.1
C 0.0 0.0 0.0
C 0.0 0.0 0.0
N 0.0 -0.1 0.0
C 0.0 0.0 0.0
H 0.0 0.0 0.0
H 0.0 0.0 0.0
H 0.0 0.0 0.0
H 0.0 0.0 0.0
H 0.0 0.0 0.0
H 0.0 0.0 0.0
H 0.0 0.0 0.0
H 0.0 0.0 0.0
H 0.0 0.0 0.0
H 0.0 0.0 0.0
H 0.0 0.0 0.0
H 0.0 0.0 0.0
H 0.0 0.0 0.0
H 0.0 0.0 0.0
H 0.0 0.0 0.0
C 0.0 0.0 0.0
N 0.1 0.0 0.0
C 0.0 0.0 0.1
C 0.0 0.0 0.0
O 0.0 0.0 0.0
N 0.1 0.1 0.0
C 0.0 0.0 0.0
N 0.0 0.0 0.0
H 0.0 0.0 0.0
H 0.0 0.0 0.0
H 0.0 0.0 0.0
H 0.0 0.0 0.0
H 0.0 0.0 0.0
H 0.0 0.0 0.0
H 0.0 0.0 0.0

***

A molecular structure, C45H38IrN8O5P2Se3 in a non-equilibrium geometry, computed with the ωB97M-V functional and the def2-TZVPD basis.

## Properties
**Energy relative to the best compared isomer or geometry (same formula, charge and spin)**: 9.6 kcal per mole
**Gap between HOMO and LUMO (spin up / spin down)**: 6.96 / 4.91 eV
**M**: 1261.895 g mol⁻¹
**LUMO level (spin up / spin down)**: -0.13 / -2.14 eV
**F_max**: 1.236 eV/Å
**Spin multiplicity**: 2

Last column: Löwdin charge in e.
Geometry (Å):
Ir -0.5688 0.5809 1.7629  1.4056
O 0.9278 -0.1911 2.7432  -0.3557
C 0.9203 -1.3224 3.4316  -0.3316
C 2.1689 -1.7485 3.9104  -0.0105
C 2.2889 -2.8863 4.6747  -0.0732
C 1.1641 -3.6552 4.9815  -0.0848
C -0.0628 -3.2626 4.4952  -0.0451
C -0.2149 -2.1037 3.7217  -0.1390
C -1.5352 -1.8285 3.2057  -0.0397
N -1.8346 -0.8642 2.4272  -0.1250
N -3.1305 -0.8007 1.9410  0.1200
C -3.1818 0.0360 0.9567  -0.4096
O -2.1477 0.7064 0.5070  -0.2149
C -4.4642 0.2913 0.2674  -0.1349
C -5.5609 -0.5429 0.4655  -0.0222
C -6.7530 -0.2779 -0.1870  -0.0779
C -6.8576 0.8207 -1.0314  -0.0850
C -5.7677 1.6587 -1.2191  -0.0734
C -4.5703 1.3954 -0.5721  -0.0174
H 3.0315 -1.1470 3.6542  0.1197
H 3.2655 -3.1873 5.0318  0.1086
H 1.2571 -4.5563 5.5721  0.1028
H -0.9441 -3.8597 4.6997  0.1161
H -2.3451 -2.5042 3.4640  0.1421
H -5.4639 -1.3915 1.1286  0.1100
H -7.6057 -0.9269 -0.0359  0.1023
H -7.7926 1.0272 -1.5364  0.1014
H -5.8542 2.5257 -1.8620  0.1029
H -3.7181 2.0515 -0.6851  0.1005
Se 3.4353 -1.1557 -3.6633  0.3552
P 1.3816 -1.5201 -3.4136  0.5530
C 0.3669 -0.4605 -4.4965  -0.3257
C -0.7478 -0.9131 -5.1953  -0.0648
C -1.4644 -0.0373 -6.0009  -0.0717
C -1.0718 1.2873 -6.1188  -0.0804
C 0.0542 1.7360 -5.4434  -0.0770
C 0.7727 0.8630 -4.6454  -0.1212
C 0.8639 -3.2269 -3.7383  -0.3501
C 1.7924 -4.0972 -4.2946  -0.1026
C 1.4290 -5.4016 -4.6019  -0.0759
C 0.1387 -5.8387 -4.3523  -0.0799
C -0.7929 -4.9726 -3.7922  -0.0732
C -0.4347 -3.6725 -3.4827  -0.1167
C 0.7803 -1.1968 -1.7261  -0.3658
C 0.7634 -0.0800 -0.8923  -0.3782
N 0.1697 -0.5206 0.2512  -0.2298
N -0.1472 -1.7948 0.1380  0.0122
N 0.2252 -2.2209 -1.0337  0.0279
P 1.2355 1.6491 -0.8871  0.7033
Se 1.3090 2.2101 1.1892  0.5736
C 2.8844 1.8731 -1.5706  -0.3719
C 3.9283 1.2411 -0.8953  -0.1227
C 5.2209 1.3475 -1.3733  -0.0803
C 5.4779 2.0864 -2.5203  -0.0726
C 4.4436 2.7235 -3.1872  -0.0687
C 3.1439 2.6178 -2.7164  -0.1073
C 0.0075 2.5535 -1.8329  -0.3441
C 0.1993 3.9156 -2.0699  -0.0903
C -0.7723 4.6426 -2.7337  -0.0621
C -1.9431 4.0177 -3.1479  -0.0603
C -2.1460 2.6727 -2.8858  -0.0743
C -1.1775 1.9379 -2.2188  -0.0818
H -1.0598 -1.9457 -5.1271  0.0919
H -2.3284 -0.3983 -6.5438  0.1051
H -1.6350 1.9652 -6.7477  0.1058
H 0.3738 2.7666 -5.5397  0.1095
H 1.6810 1.1867 -4.1585  0.0500
H 2.7997 -3.7462 -4.4793  0.0474
H 2.1590 -6.0740 -5.0331  0.1041
H -0.1442 -6.8566 -4.5882  0.1032
H -1.7986 -5.3145 -3.5853  0.1054
H -1.1595 -3.0136 -3.0249  0.1026
H 3.7208 0.6616 -0.0042  0.1002
H 6.0272 0.8425 -0.8585  0.1106
H 6.4894 2.1621 -2.8977  0.1088
H 4.6445 3.2967 -4.0825  0.1102
H 2.3405 3.1103 -3.2466  0.0924
H 1.0926 4.4130 -1.7113  0.1148
H -0.6248 5.6990 -2.9147  0.1085
H -2.7045 4.5889 -3.6638  0.1084
H -3.0616 2.1872 -3.1984  0.1104
H -1.3502 0.8921 -2.0031  0.1077
O -2.9397 3.6391 2.7392  0.0941
N -2.1058 2.9877 2.1672  -0.5028
O -1.5428 3.2665 1.1265  -0.0482
O -1.7901 1.8119 2.7794  -0.3403
C -0.0208 -0.8523 7.5611  -0.0336
N 1.1879 -0.2707 7.0125  -0.1208
C 2.4762 -0.6418 7.3423  -0.0604
C 3.3083 0.1112 6.5975  -0.0608
N 2.5206 0.9359 5.8180  -0.1268
C 3.0122 1.8859 4.8384  -0.0403
C 1.2075 0.7061 6.0701  -0.7207
Se -0.2300 1.5592 5.2986  0.7094
H 0.1538 -1.1203 8.6015  0.0923
H -0.3063 -1.7381 6.9934  0.0819
H -0.8161 -0.1140 7.4931  0.0509
H 2.6821 -1.4054 8.0704  0.1218
H 4.3822 0.1346 6.5513  0.1208
H 3.9918 2.2409 5.1521  0.0929
H 2.3132 2.7171 4.7818  0.0584
H 3.0775 1.4210 3.8533  0.0675

Force components x, y, z for each atom (eV/Å):
Ir -0.1 -1.2 -0.1
O 0.3 0.3 0.1
C -0.1 0.0 0.1
C 0.0 0.0 0.0
C 0.0 0.0 0.0
C 0.0 0.0 0.0
C 0.0 0.0 0.0
C 0.0 0.0 0.0
C 0.0 0.0 0.1
N 0.1 0.1 -0.2
N 0.0 -0.1 0.0
C 0.2 0.0 0.0
O 0.1 0.4 -0.4
C 0.0 0.0 0.0
C 0.0 0.0 0.0
C 0.0 0.0 0.0
C 0.0 0.0 0.0
C 0.0 0.0 0.0
C 0.0 0.0 0.0
H 0.0 0.0 0.0
H 0.0 0.0 0.0
H 0.0 0.0 0.0
H 0.0 0.0 0.0
H 0.0 0.0 0.0
H 0.0 0.0 0.0
H 0.0 0.0 0.0
H 0.0 0.0 0.0
H 0.0 0.0 0.0
H 0.0 0.0 0.0
Se 0.0 0.0 0.1
P 0.0 0.0 0.1
C 0.1 0.0 0.0
C -0.1 0.0 0.1
C 0.0 0.0 0.0
C 0.0 0.0 0.0
C 0.0 0.0 0.0
C 0.0 0.0 -0.1
C 0.0 0.0 0.0
C 0.0 0.0 0.0
C 0.0 0.0 0.0
C 0.0 0.0 0.0
C 0.0 0.0 0.0
C 0.0 0.0 0.0
C 0.0 0.0 0.0
C -0.1 -0.1 0.1
N 0.0 -0.3 -0.2
N 0.0 0.0 0.0
N 0.0 0.0 0.0
P 0.0 -0.1 -0.1
Se -0.3 0.1 0.0
C 0.0 -0.1 -0.1
C 0.0 0.0 0.0
C 0.0 0.0 0.0
C 0.0 0.0 0.0
C 0.0 0.0 0.0
C 0.0 0.0 0.0
C 0.0 0.1 0.1
C 0.0 0.0 0.1
C 0.0 0.0 0.0
C 0.0 0.0 0.0
C 0.0 0.0 0.0
C 0.0 0.0 -0.1
H 0.0 0.0 0.0
H 0.0 0.0 0.0
H 0.0 0.0 0.0
H 0.0 0.0 0.0
H 0.0 0.0 0.0
H 0.0 0.0 0.0
H 0.0 0.0 0.0
H 0.0 0.0 0.0
H 0.0 0.0 0.0
H 0.0 0.0 0.0
H 0.0 0.0 0.0
H 0.0 0.0 0.0
H 0.0 0.0 0.0
H 0.0 0.0 0.0
H 0.0 0.0 0.0
H 0.0 0.0 0.0
H 0.0 0.0 0.0
H 0.0 0.0 0.0
H 0.0 0.0 0.0
H 0.0 0.0 0.0
O 0.0 0.0 0.0
N 0.3 -0.2 0.1
O -0.4 0.2 0.3
O 0.0 0.7 0.0
C 0.0 0.0 0.0
N 0.0 0.0 0.0
C 0.0 0.0 0.0
C 0.0 0.0 0.0
N 0.1 0.0 0.0
C 0.0 0.0 0.0
C -0.1 0.1 0.0
Se 0.1 -0.1 0.2
H 0.0 0.0 0.0
H 0.0 0.0 0.0
H 0.0 0.0 0.0
H 0.0 0.0 0.0
H 0.0 0.0 0.0
H 0.0 0.0 0.0
H 0.0 0.0 0.0
H 0.0 0.0 0.0

***

| no. | DFT total energy (eV) |
| --- | --- |
| 1 | -17307.60330 |
| 2 | -44930.22000 |
| 3 | -286893.05096 |